[1]
A structure of composition C25H30N6OPd. Source: the Open Molecules 2025 dataset; level of theory: ωB97M-V/def2-TZVPD.

The geometry in XYZ format:
```
63
Properties=species:S:1:pos:R:3:forces:R:3
Pd 0.796 0.205 -0.078 -0.271 -1.323 -0.597
C -0.330 -2.538 -0.397 -0.054 -0.084 -0.132
N -1.327 -1.753 -1.141 0.093 0.094 0.174
C -2.490 -1.345 -0.389 0.139 -0.066 -0.212
C -2.266 -0.733 0.972 0.070 -0.086 0.506
N -1.238 -0.073 1.414 -0.295 -0.225 -0.443
C -1.472 0.163 2.748 -0.144 0.059 0.264
C -0.668 0.792 3.693 -0.074 -0.004 -0.074
C -1.150 0.878 4.989 0.177 0.095 0.030
C -2.396 0.356 5.350 -0.183 -0.146 -0.093
C -3.210 -0.280 4.419 0.049 0.093 0.138
C -2.723 -0.365 3.123 0.166 0.004 -0.014
N -3.202 -0.948 1.973 -0.079 0.050 -0.181
C 0.994 -1.833 -0.072 -0.348 0.496 -0.140
N 1.388 -1.732 1.242 0.026 -0.074 0.336
C 2.754 -1.823 1.246 0.088 -0.119 -0.064
C 3.658 -1.712 2.301 -0.072 0.001 -0.102
C 5.017 -1.872 2.037 0.122 0.020 0.055
C 5.486 -2.140 0.757 0.058 -0.035 0.011
C 4.593 -2.264 -0.314 -0.080 0.080 -0.017
C 3.249 -2.108 -0.054 0.010 -0.064 0.093
N 2.131 -2.238 -0.857 0.013 -0.275 -0.017
H -0.100 -3.432 -0.990 0.066 -0.015 0.088
H -0.749 -2.882 0.554 0.019 0.056 0.017
H -0.879 -0.898 -1.484 0.014 0.016 -0.106
H -3.136 -2.220 -0.229 -0.089 0.060 0.015
H -3.042 -0.641 -1.021 -0.040 0.041 0.096
H 0.297 1.183 3.397 0.014 -0.018 0.011
H -0.544 1.353 5.751 0.003 0.004 -0.018
H -2.728 0.432 6.379 -0.011 0.025 -0.006
H -4.172 -0.690 4.701 0.011 -0.010 0.001
H -4.091 -1.394 1.847 -0.008 -0.070 0.011
H 3.309 -1.470 3.298 -0.041 -0.016 -0.010
H 5.733 -1.762 2.846 -0.022 -0.008 -0.001
H 6.551 -2.251 0.587 -0.012 0.034 -0.019
H 4.952 -2.443 -1.322 -0.002 -0.033 0.008
H 2.154 -2.068 -1.846 0.049 0.182 -0.027
C 1.960 3.318 -1.031 -0.186 -0.168 0.084
C 2.096 2.264 0.087 0.539 0.131 -0.147
C 2.470 2.967 1.415 -0.183 -0.140 0.015
O 2.947 1.270 -0.233 0.235 0.287 0.008
H 1.188 4.066 -0.805 0.039 0.042 -0.027
H 1.690 2.806 -1.955 -0.033 0.044 -0.016
H 2.928 3.812 -1.165 0.019 0.012 0.022
H 0.999 1.903 0.269 0.056 1.213 0.313
H 3.391 3.543 1.277 0.033 -0.032 -0.021
H 2.652 2.196 2.168 0.004 0.018 0.011
H 1.676 3.640 1.766 0.024 0.029 0.000
C 1.193 -0.091 -3.611 -0.111 0.086 0.048
C 0.053 0.847 -3.347 -0.032 -0.011 0.009
C -0.665 1.637 -4.234 0.091 -0.009 -0.071
C -1.592 2.365 -3.446 -0.095 0.056 -0.030
C -1.380 1.967 -2.134 -0.099 -0.082 0.024
C -2.050 2.481 -0.894 0.092 -0.030 -0.077
N -0.389 1.034 -2.072 0.151 -0.130 0.170
H 1.791 0.239 -4.464 -0.020 -0.021 -0.023
H 0.847 -1.114 -3.815 0.049 -0.025 0.049
H 1.832 -0.091 -2.723 0.090 -0.038 -0.031
H -0.524 1.695 -5.306 0.023 0.005 0.010
H -2.307 3.102 -3.792 0.003 0.006 0.047
H -2.849 3.179 -1.158 -0.007 0.000 0.004
H -1.335 3.001 -0.248 -0.020 -0.015 0.028
H -2.476 1.671 -0.296 -0.028 0.034 0.026
```
Positions in Å, forces in eV/Å.

Results
**LUMO level**: 4.48 eV
**HOMO energy**: 0.025 Eh
**Charge**: -2
**Largest force on an atom**: 0.02872 hartree/bohr
**Energy**: -1502.26073 hartree
**Multiplicity**: 1
**Gap between HOMO and LUMO**: 3.81 eV

In the Löwdin picture, each atom carries the following charge in e: atom 1 (Pd): 0.610, atom 2 (C): -0.172, atom 3 (N): -0.064, atom 4 (C): -0.178, atom 5 (C): -0.294, atom 6 (N): 0.162, atom 7 (C): -0.209, atom 8 (C): 0.006, atom 9 (C): -0.115, atom 10 (C): -0.132, atom 11 (C): -0.052, atom 12 (C): -0.204, atom 13 (N): 0.144, atom 14 (C): -0.487, atom 15 (N): 0.066, atom 16 (C): -0.286, atom 17 (C): -0.057, atom 18 (C): -0.160, atom 19 (C): -0.160, atom 20 (C): -0.059, atom 21 (C): -0.233, atom 22 (N): 0.103, atom 23 (H): 0.092, atom 24 (H): 0.101, atom 25 (H): 0.048, atom 26 (H): 0.106, atom 27 (H): 0.118, atom 28 (H): 0.110, atom 29 (H): 0.089, atom 30 (H): 0.083, atom 31 (H): 0.092, atom 32 (H): 0.143, atom 33 (H): 0.088, atom 34 (H): 0.072, atom 35 (H): 0.068, atom 36 (H): 0.090, atom 37 (H): 0.107, atom 38 (C): -0.088, atom 39 (C): -0.739, atom 40 (C): -0.103, atom 41 (O): -0.291, atom 42 (H): 0.058, atom 43 (H): 0.055, atom 44 (H): 0.059, atom 45 (H): 0.047, atom 46 (H): 0.055, atom 47 (H): 0.055, atom 48 (H): 0.053, atom 49 (C): -0.074, atom 50 (C): -0.422, atom 51 (C): -0.130, atom 52 (C): -0.134, atom 53 (C): -0.420, atom 54 (C): -0.069, atom 55 (N): 0.018, atom 56 (H): 0.059, atom 57 (H): 0.058, atom 58 (H): 0.045, atom 59 (H): 0.060, atom 60 (H): 0.059, atom 61 (H): 0.057, atom 62 (H): 0.056, atom 63 (H): 0.035


[2]
A cluster of 8 separate species, C22H63ClN5O11 in total. Source: the Open Molecules 2025 dataset; level of theory: ωB97M-V/def2-TZVPD.

The geometry in XYZ format:
```
102
Properties=species:S:1:pos:R:3:forces:R:3
Cl -0.943 -0.234 0.534 -0.560 0.887 1.303
O -1.258 0.958 -0.222 0.321 -0.268 -0.284
O -1.058 -1.409 -0.277 0.117 -0.423 -0.645
O 0.373 -0.127 1.110 0.635 -0.128 -0.440
O -1.873 -0.320 1.639 -0.282 -0.257 -0.007
O -4.654 -0.076 2.781 0.096 -0.187 0.191
H -4.895 -0.773 3.398 0.014 -0.006 -0.059
H -3.758 -0.309 2.490 -0.102 0.214 -0.142
C 2.001 -2.390 3.583 -0.311 -0.020 -0.128
C 3.012 -2.272 2.442 0.142 -0.024 1.040
C 4.348 -2.853 2.855 0.432 0.193 -0.100
O 5.278 -2.525 1.827 0.091 -0.283 -0.187
C 6.602 -2.860 2.154 -0.237 -0.701 0.388
N 2.449 -2.911 1.254 0.183 0.679 -0.045
H 1.010 -2.176 3.178 -0.001 0.124 0.113
H 2.191 -1.691 4.399 0.113 0.038 -0.062
H 1.949 -3.398 4.002 0.166 -0.059 -0.119
H 3.191 -1.204 2.256 0.034 0.017 0.077
H 4.318 -3.937 3.039 -0.172 -0.079 -0.406
H 4.721 -2.436 3.803 -0.303 0.308 -0.022
H 6.644 -3.851 2.633 -0.048 0.067 0.027
H 7.023 -2.143 2.867 0.169 0.095 -0.183
H 7.195 -2.963 1.246 -0.002 0.444 -0.046
H 1.720 -2.229 1.029 -0.351 -0.531 -0.428
H 3.124 -2.785 0.501 -0.122 -0.277 0.090
C -4.010 -0.128 -2.767 -0.216 -0.834 -1.025
C -4.754 -1.266 -2.066 1.060 0.632 0.432
C -4.256 -2.623 -2.543 0.273 0.217 -0.172
O -5.156 -3.608 -2.087 -0.499 -0.125 0.111
C -4.734 -4.908 -2.378 0.704 -0.276 -0.047
N -4.527 -1.093 -0.613 -0.509 -0.996 -0.435
H -4.034 -0.287 -3.855 -0.203 0.112 0.059
H -2.946 -0.165 -2.528 -0.057 0.342 0.423
H -4.482 0.827 -2.563 0.287 0.137 0.273
H -5.825 -1.201 -2.266 -0.034 -0.016 0.020
H -3.255 -2.818 -2.128 0.025 0.081 0.053
H -4.136 -2.645 -3.638 -0.300 -0.145 -0.026
H -4.662 -5.076 -3.459 -0.015 0.011 -0.065
H -5.399 -5.659 -1.956 -0.324 0.286 0.074
H -3.742 -5.094 -1.945 0.056 -0.002 -0.083
H -3.522 -1.099 -0.445 0.064 0.337 -0.135
H -4.798 -2.001 -0.236 -0.322 0.329 0.420
C 0.271 -1.741 -4.170 0.251 0.423 0.255
C 1.338 -2.551 -3.453 0.233 0.831 0.240
C 2.392 -1.602 -2.835 -0.341 -0.592 0.426
O 3.314 -2.420 -2.125 0.141 -0.109 -0.277
C 4.244 -1.688 -1.370 -0.342 0.482 0.311
N 0.740 -3.398 -2.416 0.908 -0.116 -0.461
H -0.481 -2.346 -4.672 0.133 -0.170 -0.064
H 0.745 -1.054 -4.876 -0.159 -0.076 -0.141
H -0.250 -1.123 -3.431 -0.044 -0.018 -0.015
H 1.950 -3.118 -4.163 -0.488 -0.550 0.015
H 1.900 -0.957 -2.094 0.034 0.374 -0.284
H 2.940 -1.054 -3.611 -0.186 0.298 0.076
H 4.800 -0.957 -1.970 0.235 -0.323 -0.166
H 4.878 -2.408 -0.859 0.276 0.094 -0.134
H 3.752 -1.081 -0.595 -0.115 -0.100 -0.022
H 1.568 -3.702 -1.904 -0.471 -0.372 0.328
H 0.223 -2.807 -1.768 -0.090 0.077 -0.013
C -1.622 4.752 0.958 0.446 0.004 0.030
C -0.722 3.953 1.902 -0.160 -0.491 -0.428
C -0.033 4.797 2.967 -0.114 -0.179 -0.833
O 1.074 5.414 2.321 0.126 0.392 0.110
C 1.921 6.079 3.229 -0.334 -0.486 0.479
N -1.515 2.867 2.499 0.664 0.167 0.601
H -2.361 5.356 1.488 -0.039 -0.152 0.131
H -2.136 4.022 0.334 -0.104 0.150 -0.132
H -1.029 5.422 0.329 -0.076 -0.032 -0.030
H 0.079 3.515 1.284 0.065 0.174 0.103
H 0.349 4.178 3.787 -0.169 -0.014 0.093
H -0.749 5.546 3.329 0.227 0.073 0.300
H 2.711 6.591 2.689 -0.088 0.116 -0.111
H 2.374 5.351 3.916 0.135 -0.014 -0.069
H 1.344 6.760 3.865 0.102 0.309 -0.163
H -0.977 2.535 3.299 -0.292 -0.121 0.005
H -1.481 2.075 1.863 -0.433 0.075 -0.092
C 1.712 5.910 -2.932 -0.011 -0.108 -0.596
C 1.500 5.394 -1.525 -0.082 0.639 0.257
C 2.603 4.450 -1.063 -0.127 -0.535 0.621
O 2.588 3.212 -1.742 0.492 0.079 -0.367
C 1.633 2.319 -1.206 -0.996 0.347 -0.180
N 1.338 6.524 -0.586 0.430 -0.378 -0.227
H 0.794 6.381 -3.284 0.048 0.061 -0.020
H 1.947 5.085 -3.610 -0.085 -0.049 0.071
H 2.522 6.636 -3.052 0.047 0.010 0.375
H 0.535 4.884 -1.544 0.100 -0.290 0.182
H 2.531 4.237 0.013 -0.409 0.197 0.066
H 3.589 4.920 -1.142 0.031 -0.025 -0.565
H 0.642 2.790 -1.129 0.154 0.053 0.174
H 1.896 1.960 -0.208 0.168 -0.186 -0.095
H 1.459 1.518 -1.921 0.448 -0.229 0.146
H 1.197 6.113 0.335 -0.109 0.218 0.113
H 2.249 6.982 -0.539 -0.144 0.176 0.060
C -3.357 -3.678 1.292 0.296 0.606 -0.231
C -4.438 -4.688 1.501 -0.577 -0.543 -0.244
O -4.976 -4.584 2.818 0.122 0.153 0.135
H -3.703 -2.647 1.361 -0.307 -0.106 0.135
H -2.996 -3.786 0.266 0.307 -0.025 0.133
H -2.535 -3.728 2.007 0.058 -0.415 -0.109
H -4.088 -5.711 1.301 0.292 0.090 0.272
H -5.226 -4.547 0.746 -0.058 0.264 0.149
H -5.435 -5.393 3.051 -0.035 -0.042 -0.126
```
Positions in Å, forces in eV/Å.

Results
**LUMO level**: 2.50 eV
**HOMO energy**: -0.240 Eh
**Charge**: -1
**Largest force on an atom**: 0.03253 hartree/bohr
**Energy**: -2437.36485 hartree
**Multiplicity**: 1
**Gap between HOMO and LUMO**: 9.04 eV

Löwdin atomic charge list, values in e, 99 entries: atom 1 (Cl): 0.626, atom 2 (O): -0.352, atom 3 (O): -0.361, atom 4 (O): -0.362, atom 5 (O): -0.368, atom 6 (O): -0.074, atom 7 (H): 0.022, atom 8 (H): -0.014, atom 9 (C): -0.060, atom 10 (C): -0.454, atom 11 (C): -0.210, atom 12 (O): -0.206, atom 13 (C): -0.125, atom 14 (N): 0.072, atom 15 (H): 0.071, atom 16 (H): 0.076, atom 17 (H): 0.076, atom 18 (H): 0.139, atom 19 (H): 0.129, atom 20 (H): 0.125, atom 21 (H): 0.084, atom 22 (H): 0.086, atom 23 (H): 0.083, atom 24 (H): 0.055, atom 25 (H): 0.032, atom 26 (C): -0.059, atom 27 (C): -0.412, atom 28 (C): -0.220, atom 29 (O): -0.192, atom 30 (C): -0.134, atom 31 (N): 0.069, atom 32 (H): 0.069, atom 33 (H): 0.068, atom 34 (H): 0.077, atom 35 (H): 0.135, atom 36 (H): 0.125, atom 37 (H): 0.123, atom 38 (H): 0.084, atom 39 (H): 0.082, atom 40 (H): 0.087, atom 41 (H): 0.034, atom 42 (H): 0.044, atom 43 (C): -0.065, atom 44 (C): -0.438, atom 45 (C): -0.197, atom 46 (O): -0.213, atom 47 (C): -0.124, atom 48 (N): 0.059, atom 49 (H): 0.072, atom 50 (H): 0.074, atom 51 (H): 0.073, atom 52 (H): 0.133, atom 53 (H): 0.121, atom 54 (H): 0.128, atom 55 (H): 0.090, atom 56 (H): 0.080, atom 57 (H): 0.086, atom 58 (H): 0.060, atom 59 (H): 0.043, atom 60 (C): -0.049, atom 61 (C): -0.431, atom 62 (C): -0.186, atom 63 (O): -0.231, atom 64 (C): -0.112, atom 65 (N): 0.061, atom 66 (H): 0.076, atom 67 (H): 0.079, atom 68 (H): 0.057, atom 69 (H): 0.126, atom 70 (H): 0.122, atom 71 (H): 0.130, atom 72 (H): 0.084, atom 73 (H): 0.086, atom 74 (H): 0.086, atom 75 (H): 0.067, atom 76 (H): 0.027, atom 77 (C): -0.070, atom 78 (C): -0.444, atom 79 (C): -0.214, atom 80 (O): -0.184, atom 81 (C): -0.106, atom 82 (N): 0.047, atom 83 (H): 0.074, atom 84 (H): 0.077, atom 85 (H): 0.073, atom 86 (H): 0.123, atom 87 (H): 0.115, atom 88 (H): 0.126, atom 89 (H): 0.072, atom 90 (H): 0.088, atom 91 (H): 0.081, atom 92 (H): 0.028, atom 93 (H): 0.065, atom 94 (C): -0.084, atom 95 (C): -0.329, atom 96 (O): -0.077, atom 97 (H): 0.051, atom 98 (H): 0.072, atom 99 (H): 0.088


Q: What is the gap between HOMO and LUMO in the first record?
A: 3.81 eV


Q: The lowest energy belongs to which entry?
A: C22H63ClN5O11


Q: energy of number 2 (C22H63ClN5O11)?
A: -2437.36485 hartree